# 1
The following is a quantum chemistry calculation of a cluster of 8 separate species, C49H101ClFN4O11P in total, from OMol25.

Geometry (Å):
1 C 1.77 -3.12 5.16
2 C 2.66 -2.18 4.42
3 C 2.68 -1.97 2.78
4 C 3.65 -2.93 1.81
5 C 4.61 -4.12 2.45
6 Cl 3.63 -5.42 3.39
7 C 5.77 -3.42 3.41
8 C 7.14 -3.04 2.54
9 C 3.58 -2.63 0.18
10 C 4.45 -3.49 -0.95
11 C 3.35 -4.45 -1.75
12 C 4.09 -5.57 -2.73
13 F 2.34 -5.07 -0.86
14 C 2.63 -1.42 -0.40
15 C 1.65 -0.46 0.57
16 N 0.84 0.58 -0.15
17 C 0.01 1.29 0.88
18 P -1.15 2.70 0.22
19 N -0.48 4.18 0.38
20 O -2.70 2.76 1.04
21 O -1.42 2.39 -1.47
22 C -0.04 1.02 2.49
23 O -0.96 1.79 3.34
24 C -1.69 0.95 4.30
25 C -2.35 -0.41 3.68
26 N -3.38 -0.19 2.59
27 C -3.65 -1.60 2.04
28 C -5.15 -1.79 1.42
29 C -5.06 -2.72 0.03
30 O -5.87 -0.54 1.13
31 N 0.83 -0.02 3.14
32 C 1.69 -0.78 2.16
33 H 2.19 -3.83 6.02
34 H 0.63 -3.16 4.89
35 H 3.39 -1.51 5.08
36 H 5.20 -4.71 1.61
37 H 6.05 -4.15 4.31
38 H 5.39 -2.41 3.88
39 H 7.82 -2.35 3.24
40 H 7.74 -4.01 2.30
41 H 6.90 -2.41 1.57
42 H 4.84 -2.72 -1.75
43 H 5.31 -4.14 -0.49
44 H 2.76 -3.70 -2.47
45 H 4.96 -6.06 -2.08
46 H 3.33 -6.37 -3.13
47 H 4.61 -4.98 -3.60
48 H 2.63 -1.21 -1.57
49 H -0.36 4.61 -0.59
50 H -3.13 3.63 0.78
51 H -1.73 1.41 -1.50
52 H -1.05 0.66 5.24
53 H -2.58 1.62 4.71
54 H -1.55 -1.20 3.29
55 H -2.91 -0.95 4.58
56 H -4.26 0.09 3.12
57 H -3.59 -2.31 3.00
58 H -2.82 -1.97 1.29
59 H -5.79 -2.46 2.18
60 H -6.04 -2.56 -0.63
61 H -5.03 -3.88 0.27
62 H -4.16 -2.43 -0.65
63 H -6.69 -0.85 0.60
64 C -2.04 8.33 -3.30
65 C -1.75 6.91 -3.75
66 O -1.63 5.99 -2.67
67 C -2.77 5.84 -1.83
68 C -4.01 5.36 -2.57
69 H -1.26 8.69 -2.62
70 H -2.09 9.00 -4.17
71 H -2.99 8.41 -2.77
72 H -0.79 6.90 -4.28
73 H -2.50 6.56 -4.46
74 H -2.97 6.78 -1.29
75 H -2.51 5.10 -1.06
76 H -4.32 6.07 -3.34
77 H -4.84 5.23 -1.87
78 H -3.81 4.41 -3.06
79 C 7.03 -9.54 -3.85
80 C 7.66 -8.16 -3.92
81 O 7.51 -7.41 -2.72
82 C 8.08 -7.97 -1.55
83 C 9.59 -8.18 -1.65
84 H 5.96 -9.47 -3.61
85 H 7.14 -10.07 -4.81
86 H 7.49 -10.16 -3.08
87 H 7.16 -7.59 -4.72
88 H 8.71 -8.23 -4.20
89 H 7.57 -8.90 -1.28
90 H 7.89 -7.26 -0.73
91 H 9.84 -8.89 -2.44
92 H 9.98 -8.58 -0.71
93 H 10.09 -7.24 -1.87
94 C -9.84 -0.48 -1.11
95 C -9.55 -1.90 -1.56
96 O -9.43 -2.82 -0.48
97 C -10.57 -2.97 0.36
98 C -11.81 -3.45 -0.38
99 H -9.06 -0.12 -0.43
100 H -9.89 0.19 -1.98
101 H -10.79 -0.40 -0.58
102 H -8.59 -1.91 -2.09
103 H -10.30 -2.25 -2.27
104 H -10.77 -2.03 0.90
105 H -10.31 -3.71 1.13
106 H -12.12 -2.74 -1.15
107 H -12.64 -3.58 0.32
108 H -11.61 -4.41 -0.87
109 C -7.67 0.18 5.07
110 C -7.85 -1.26 4.62
111 O -6.65 -2.02 4.68
112 C -6.04 -2.15 5.97
113 C -6.94 -2.81 7.00
114 H -6.90 0.68 4.46
115 H -8.61 0.73 4.97
116 H -7.35 0.25 6.11
117 H -8.17 -1.26 3.57
118 H -8.64 -1.75 5.19
119 H -5.69 -1.17 6.32
120 H -5.14 -2.77 5.83
121 H -7.85 -2.24 7.18
122 H -6.41 -2.92 7.95
123 H -7.24 -3.81 6.65
124 C 3.43 11.06 -3.53
125 C 3.51 11.24 -2.02
126 O 2.24 11.52 -1.42
127 C 1.23 10.52 -1.58
128 C 1.62 9.17 -1.00
129 H 3.00 11.95 -4.00
130 H 4.43 10.89 -3.94
131 H 2.81 10.21 -3.81
132 H 4.15 12.10 -1.80
133 H 3.97 10.38 -1.54
134 H 0.96 10.43 -2.64
135 H 0.34 10.89 -1.06
136 H 2.50 8.75 -1.49
137 H 0.80 8.46 -1.12
138 H 1.85 9.27 0.07
139 C 1.00 2.26 -5.28
140 C 1.29 0.84 -5.72
141 O 1.41 -0.08 -4.64
142 C 0.27 -0.23 -3.80
143 C -0.97 -0.71 -4.54
144 H 1.79 2.62 -4.60
145 H 0.95 2.93 -6.14
146 H 0.05 2.34 -4.75
147 H 2.25 0.83 -6.25
148 H 0.54 0.49 -6.44
149 H 0.07 0.71 -3.27
150 H 0.53 -0.97 -3.04
151 H -1.28 0.00 -5.31
152 H -1.80 -0.84 -3.85
153 H -0.77 -1.67 -5.03
154 C 4.51 1.45 1.19
155 C 5.45 1.67 2.36
156 O 6.49 0.70 2.44
157 C 7.37 0.61 1.32
158 C 8.12 1.91 1.04
159 H 4.05 0.45 1.25
160 H 3.71 2.20 1.20
161 H 5.02 1.52 0.23
162 H 4.88 1.59 3.29
163 H 5.88 2.68 2.34
164 H 6.82 0.27 0.44
165 H 8.10 -0.17 1.56
166 H 7.43 2.72 0.79
167 H 8.80 1.78 0.20
168 H 8.69 2.22 1.92

Results
structure (SMILES)	C=Cc1c([C@H](Cl)CC)c(C[C@@H](C)F)cc2nc(P(=N)(O)O)c(OCCNC[C@H](C)O)nc12.CCOCC.CCOCC.CCOCC.CCOCC.CCOCC.CCOCC.CCOCC
charge	0
spin multiplicity	1
calculated total energy	-3874.86971	Eh

***

# 2
The following is a quantum chemistry calculation of a cluster of 4 separate species, C2H11O4 in total, from OMol25.

Geometry (Å):
1 C 0.43 -0.57 0.80
2 O -0.01 0.57 0.10
3 C 1.17 -1.53 -0.13
4 H -0.46 -1.08 1.21
5 H 1.03 -0.26 1.68
6 H 1.15 -2.52 0.35
7 H 2.24 -1.27 -0.31
8 H 0.82 -1.46 -1.14
9 H -1.80 2.45 1.69
10 H -0.85 1.23 1.19
11 O -1.31 1.67 1.99
12 H -2.68 -0.44 -0.11
13 H -1.56 -0.07 -0.92
14 O -2.41 -0.54 -1.01
15 H 2.14 1.55 -1.71
16 H 0.80 0.86 -1.50
17 O 1.30 1.41 -2.18

Results
charge	-1
spin multiplicity	1
calculated total energy	-383.79171	Eh

***

Taking the records one at a time from the top gives energy above the lowest of the compared OMol25 structures with the same formula, charge and spin values of 1832.06; 37.11 kJ/mol.
Taking the records one at a time from the top gives E_HOMO values of -8.1642; -4.2578 eV.